2 unconnected molecules or ions with the total composition C2H2Cl2S at a distorted geometry. Source: OMol25; level of theory: the ωB97M-V functional and the def2-TZVPD basis.

Structure (XYZ):
```
7
Properties=species:S:1:pos:R:3:forces:R:3:nbo_charge:R:1
C 0.277421 0.258954 1.411470 0.869 2.136 -0.867 -0.408
C -1.557451 -0.294954 -0.497467 0.588 -0.259 -0.117 -0.325
S 0.186328 -0.863164 2.472505 0.320 0.364 0.082 0.232
Cl -2.296878 -1.308770 0.700105 0.129 -0.173 -1.164 0.031
Cl -2.463536 1.106177 -0.846068 -0.203 0.682 0.020 0.019
H 0.862263 1.300236 1.306505 -1.319 -2.492 0.282 0.228
H -1.130605 -0.670744 -1.475881 -0.383 -0.257 1.763 0.223
```
Forces are in eV/Å.

DFT total energy, eV: -37982.00303
Multiplicity: 1
Energy relative to the best compared isomer or geometry (same formula, charge and spin), kJ/mol: 375.41
Lowest unoccupied orbital energy (spin up / spin down), eV: -0.45 / -0.29
Maximum force, eV Å⁻¹: 2.83
Frontier orbital gap (spin up / spin down), hartree: 0.27262 / 0.29576